No. 1
This record from the OMol25 dataset describes C4H5NS3 in the gas phase. The level of theory is ωB97M-V with the def2-TZVPD basis set.

Computed properties:
orbital gap	7.848	eV
HOMO	-8.9	eV
lowest unoccupied orbital energy	-1.030	eV
energy above the lowest of the compared OMol25 structures with the same formula, charge and spin	72.76	kJ/mol

```
13
C4H5NS3 ωB97M-V with the def2-TZVPD basis set
C -1.92 -0.36 -0.02
C -0.42 -0.29 -0.03
C 1.85 0.64 0.11
C 0.39 0.99 -0.08
H -1.53 -2.58 0.08
H 2.48 1.05 -0.65
H 2.18 0.99 1.16
H 0.26 1.35 -1.13
H 0.03 1.75 0.59
N 0.26 -1.36 0.03
S -2.66 -1.95 0.00
S -2.86 0.98 -0.01
S 1.94 -1.18 -0.05
```

natural (NBO) population analysis, charges in e, atoms 1 to 5:
1 C -0.32
2 C 0.17
3 C -0.55
4 C -0.48
5 H 0.15

---

No. 2
This record from the OMol25 dataset describes a molecular structure, C4H5NaO2. The level of theory is ωB97M-V with the def2-TZVPD basis set.

Computed properties:
orbital gap	6.209	eV
HOMO	-7.4	eV
lowest unoccupied orbital energy	-1.149	eV
energy above the lowest of the compared OMol25 structures with the same formula, charge and spin	0.00	kJ/mol

```
12
C4H5NaO2 ωB97M-V with the def2-TZVPD basis set
O 0.89 3.61 0.20
C 0.12 2.69 -0.03
C 0.30 1.81 -1.23
C -0.55 0.56 -1.14
C -0.30 -0.46 -0.26
O -0.96 -1.57 -0.17
Na -0.83 -1.97 -2.33
H -0.46 2.24 0.81
H 0.04 2.41 -2.11
H -1.46 0.54 -1.75
H 0.58 -0.33 0.40
H 1.41 1.62 -1.24
```

natural (NBO) population analysis, charges in e, atoms 1 to 5:
1 O -0.54
2 C 0.43
3 C -0.55
4 C -0.53
5 C 0.22

---

Please write out number 2 again, unchanged.
This record from the OMol25 dataset describes a molecular structure, C4H5NaO2. The level of theory is ωB97M-V with the def2-TZVPD basis set.

Computed properties:
orbital gap	6.209	eV
HOMO	-7.4	eV
lowest unoccupied orbital energy	-1.149	eV
energy above the lowest of the compared OMol25 structures with the same formula, charge and spin	0.00	kJ/mol

```
12
C4H5NaO2 ωB97M-V with the def2-TZVPD basis set
O 0.89 3.61 0.20
C 0.12 2.69 -0.03
C 0.30 1.81 -1.23
C -0.55 0.56 -1.14
C -0.30 -0.46 -0.26
O -0.96 -1.57 -0.17
Na -0.83 -1.97 -2.33
H -0.46 2.24 0.81
H 0.04 2.41 -2.11
H -1.46 0.54 -1.75
H 0.58 -0.33 0.40
H 1.41 1.62 -1.24
```

natural (NBO) population analysis, charges in e, atoms 1 to 5:
1 O -0.54
2 C 0.43
3 C -0.55
4 C -0.53
5 C 0.22

---

> Among the records above, which one has the highest orbital gap?

C4H5NS3

---

> Which value of energy above the lowest of the compared OMol25 structures with the same formula, charge and spin does entry 1 give?

72.76 kJ/mol

---

> Among the records above, which one has the highest orbital gap?

C4H5NS3